{"formula": "As3F19Mn2", "method": "ωB97M-V/def2-TZVPD", "elements": ["Mn", "Mn", "As", "F", "F", "F", "F", "F", "F", "As", "F", "F", "F", "F", "F", "F", "As", "F", "F", "F", "F", "F", "F", "F"], "coordinates": [[-21.259, 2.828, 12.451], [-17.159, 2.271, 11.789], [-16.527, 0.016, 14.664], [-15.110, 1.134, 14.591], [-15.601, -1.236, 13.694], [-17.976, -1.041, 14.647], [-17.450, 1.250, 15.565], [-17.020, 0.707, 13.003], [-15.815, -0.775, 16.215], [-18.422, 0.460, 8.749], [-18.041, 1.031, 10.403], [-19.805, -0.518, 9.363], [-18.839, -0.025, 7.081], [-17.132, 1.603, 8.128], [-17.334, -1.003, 8.909], [-19.666, 1.744, 8.602], [-18.131, 5.176, 9.261], [-17.396, 3.810, 10.354], [-18.769, 6.027, 10.688], [-18.931, 6.476, 8.207], [-17.617, 4.389, 7.764], [-19.614, 4.233, 9.165], [-16.490, 6.076, 9.275], [-19.106, 2.586, 12.335]], "e_lumo_ev": [-7.67, -7.50], "s_squared": 30.005, "multiplicity": 11, "homo_energy_ev": [-12.64, -12.64], "gap_ha": [0.1828, 0.1887], "fmax_ha_per_bohr": 0.0986, "charge": 0}